Molecular formula: C19H49CaO11V
Method: DFT, the ωB97M-V functional and the def2-TZVPD basis

Atoms and positions in Å:
O1 -0.062 3.046 -3.770
V1 -0.020 4.045 -2.479
O2 -1.434 4.712 -2.213
Ca1 4.200 2.187 -1.483
O3 0.370 0.377 -0.169
C1 0.706 1.583 -0.708
O4 -0.126 2.445 -0.753
O5 1.746 1.761 -1.321
H1 -0.445 0.610 0.282
C2 -4.965 -0.019 -2.192
C3 -3.527 -0.321 -2.479
C4 -2.692 -0.719 -1.263
O6 -3.448 -1.367 -3.412
H2 -5.358 -0.816 -1.562
H3 -5.708 -0.175 -2.975
H4 -5.289 0.863 -1.639
H5 -2.972 0.587 -2.713
H6 -2.649 -0.033 -0.417
H7 -1.676 -0.819 -1.646
H8 -2.983 -1.731 -0.981
H9 -3.368 -0.953 -4.275
C5 -3.939 -0.365 3.277
C6 -2.463 -0.413 2.841
C7 -1.426 -0.249 3.964
O7 -2.199 -1.746 2.522
H10 -4.055 0.518 3.906
H11 -4.144 -1.222 3.918
H12 -4.577 -0.219 2.405
H13 -2.131 0.158 1.975
H14 -1.616 0.632 4.577
H15 -0.440 -0.228 3.499
H16 -1.453 -0.930 4.814
H17 -1.332 -1.764 2.111
C8 0.803 -4.166 2.264
C9 1.020 -2.984 1.321
C10 0.763 -3.352 -0.118
O8 0.340 -1.809 1.466
H18 -0.249 -4.144 2.548
H19 1.219 -4.110 3.270
H20 1.012 -5.181 1.925
H21 2.045 -2.630 1.434
H22 -0.267 -3.298 -0.470
H23 1.121 -4.347 -0.382
H24 1.302 -2.713 -0.818
H25 0.407 -1.214 0.715
C11 0.849 -1.369 -3.166
C12 0.753 -0.579 -4.489
C13 -0.684 -0.042 -4.650
O9 1.799 0.411 -4.397
H26 0.847 -0.684 -2.317
H27 1.834 -1.807 -3.326
H28 0.008 -2.062 -3.179
H29 0.905 -1.383 -5.208
H30 -0.851 0.808 -3.988
H31 -1.480 -0.756 -4.435
H32 -0.799 0.288 -5.683
H33 2.246 0.136 -3.593
C14 -0.744 3.910 4.073
C15 -0.547 3.952 2.623
C16 0.960 4.094 2.240
O10 -1.150 2.800 2.057
H34 -0.634 4.823 4.658
H35 -0.164 3.124 4.556
H36 -1.761 3.600 4.314
H37 -1.150 4.778 2.244
H38 1.470 3.198 2.594
H39 1.521 4.998 2.478
H40 1.100 3.974 1.166
H41 -1.114 2.774 1.098
C17 5.976 -0.745 0.408
C18 4.714 -0.970 -0.377
C19 3.468 -0.581 0.390
O11 4.687 -0.100 -1.518
H42 5.983 -1.422 1.263
H43 5.963 0.276 0.790
H44 6.932 -0.883 -0.096
H45 4.617 -1.932 -0.879
H46 3.606 -0.922 1.416
H47 2.599 -1.137 0.039
H48 3.239 0.484 0.421
H49 4.963 -0.541 -2.325

Properties
- Lowest unoccupied orbital energy: -9.3 eV
- Multiplicity: 1
- Highest occupied orbital energy: -12.54 eV
- Energy above the lowest of the compared OMol25 structures with the same formula, charge and spin: 289.98 kJ/mol
- HOMO-LUMO gap: 3.28 eV
- Charge: +2

These are the Mulliken partial charges, in e, on atoms 1 to 5: number 1, O, carries -0.49; number 2, V, carries 1.38; number 3, O, carries -0.48; number 4, Ca, carries 1.49; number 5, O, carries 0.46

Molecular formula: C3H7N4
Method: DFT, the ωB97M-V functional and the def2-TZVPD basis

Atoms and positions in Å:
C1 -0.370 1.576 0.628
C2 0.272 1.160 -1.452
C3 0.122 0.260 1.147
N1 -0.199 2.037 -0.535
N2 0.563 -0.099 -1.282
N3 -0.687 -2.195 -0.100
N4 0.492 -0.652 -0.064
H1 -0.902 2.226 1.443
H2 0.460 1.662 -2.402
H3 1.078 0.231 1.805
H4 -0.587 -0.119 1.989
H5 -0.097 -2.886 -0.577
H6 -1.430 -1.926 -0.730
H7 1.285 -1.273 0.129

Properties
- Lowest unoccupied orbital energy (spin up / spin down): -6.2 / -6.2 eV
- Multiplicity: 1
- Highest occupied orbital energy (spin up / spin down): -14.71 / -14.70 eV
- Energy above the lowest of the compared OMol25 structures with the same formula, charge and spin: 541.82 kJ/mol
- HOMO-LUMO gap (spin up / spin down): 8.52 / 8.53 eV
- Charge: +1

These are the Mulliken partial charges, in e, on atoms 1 to 5: number 1, C, carries 0.16; number 2, C, carries 0.08; number 3, C, carries -0.38; number 4, N, carries -0.41; number 5, N, carries -0.54

Molecular formula: C23H50BrNO10PS5
Method: DFT, the ωB97M-V functional and the def2-TZVPD basis

Atoms and positions in Å:
C1 -0.326 1.621 -0.855
C2 -1.012 2.144 -2.080
N1 -2.152 1.703 -2.464
C3 -0.320 3.212 -2.831
P1 -0.011 4.779 -1.712
Br1 -2.017 5.923 -2.605
H1 0.705 1.342 -1.046
H2 -0.833 0.743 -0.460
H3 -0.300 2.389 -0.091
H4 -2.477 0.990 -1.812
H5 -0.976 3.522 -3.635
H6 0.604 2.853 -3.276
H7 0.758 5.372 -2.790
H8 0.177 5.931 -0.893
H9 -0.882 4.232 -0.681
H10 1.171 4.135 -1.129
C4 2.885 -1.843 1.650
C5 3.261 -1.343 3.054
C6 3.155 0.189 3.043
S1 1.918 0.591 1.796
O1 2.564 1.314 0.733
O2 0.738 1.108 2.447
C7 1.618 -1.086 1.273
H11 2.724 -2.920 1.638
H12 3.685 -1.612 0.943
H13 2.557 -1.752 3.780
H14 4.260 -1.665 3.345
H15 2.829 0.591 3.998
H16 4.087 0.662 2.740
H17 1.403 -1.089 0.206
H18 0.754 -1.427 1.845
C8 -3.636 -0.032 3.689
C9 -3.563 -1.027 4.857
C10 -2.909 -2.311 4.326
S2 -1.841 -1.793 2.976
O3 -2.349 -2.356 1.745
O4 -0.456 -1.963 3.358
C11 -2.261 -0.058 3.030
H19 -3.891 0.971 4.025
H20 -4.399 -0.352 2.976
H21 -2.951 -0.603 5.656
H22 -4.546 -1.237 5.274
H23 -2.304 -2.811 5.077
H24 -3.642 -3.006 3.923
H25 -2.245 0.347 2.021
H26 -1.509 0.441 3.641
C12 -0.778 -1.012 -5.720
C13 0.493 -1.735 -6.195
C14 1.618 -0.694 -6.238
S3 1.195 0.552 -5.001
O5 0.943 1.790 -5.685
O6 2.135 0.469 -3.912
C15 -0.364 -0.174 -4.515
H27 -1.568 -1.714 -5.461
H28 -1.153 -0.361 -6.512
H29 0.747 -2.524 -5.484
H30 0.356 -2.204 -7.169
H31 2.589 -1.114 -5.989
H32 1.669 -0.191 -7.201
H33 -1.064 0.622 -4.262
H34 -0.176 -0.798 -3.642
C16 5.157 4.932 -0.130
C17 3.929 4.082 0.234
C18 3.022 4.943 1.117
S4 3.326 6.651 0.640
O7 3.923 7.353 1.755
O8 2.169 7.153 -0.037
C19 4.607 6.290 -0.560
H35 5.746 4.474 -0.924
H36 5.803 5.052 0.743
H37 3.391 3.803 -0.673
H38 4.210 3.161 0.743
H39 1.967 4.726 0.958
H40 3.270 4.850 2.173
H41 5.342 7.091 -0.550
H42 4.126 6.230 -1.535
C20 -4.671 -6.429 0.421
C21 -3.217 -6.138 0.024
C22 -2.465 -5.737 1.300
S5 -3.305 -6.562 2.655
O9 -3.910 -5.564 3.505
O10 -2.457 -7.592 3.199
C23 -4.595 -7.312 1.663
H43 -5.220 -6.918 -0.382
H44 -5.183 -5.495 0.659
H45 -2.769 -7.038 -0.403
H46 -3.152 -5.353 -0.727
H47 -1.427 -6.055 1.282
H48 -2.519 -4.664 1.475
H49 -5.516 -7.342 2.240
H50 -4.272 -8.322 1.417

Properties
- Lowest unoccupied orbital energy: 1.7 eV
- Multiplicity: 1
- Highest occupied orbital energy: -3.89 eV
- Energy above the lowest of the compared OMol25 structures with the same formula, charge and spin: 0.00 kJ/mol
- HOMO-LUMO gap: 5.57 eV
- Charge: -1

These are the Mulliken partial charges, in e, on atoms 1 to 5: number 1, C, carries -0.94; number 2, C, carries 0.88; number 3, N, carries -0.86; number 4, C, carries -1.23; number 5, P, carries 0.45

Molecular formula: C4H4OY
Method: DFT, the ωB97M-V functional and the def2-TZVPD basis

Atoms and positions in Å:
H1 0.396 -1.258 -0.927
C1 -2.700 0.357 -0.047
C2 -1.478 0.479 -0.056
C3 -0.125 0.569 -0.117
C4 0.730 -0.636 -0.024
O1 2.043 -0.489 -0.029
H2 -3.778 0.250 -0.059
H3 0.353 1.560 -0.136
H4 0.423 -1.326 0.810
Y1 4.134 0.493 0.585

Properties
- Lowest unoccupied orbital energy (spin up / spin down): -19.8 / -21.6 eV
- Multiplicity: 2
- Highest occupied orbital energy (spin up / spin down): -27.47 / -27.40 eV
- HOMO-LUMO gap (spin up / spin down): 7.63 / 5.79 eV
- Charge: +4
- ⟨S²⟩: 0.76

These are the Mulliken partial charges, in e, on atoms 1 to 5: number 1, H, carries 0.45; number 2, C, carries 0.69; number 3, C, carries -0.14; number 4, C, carries -0.02; number 5, C, carries -0.21

Molecular formula: C3H13N2Si
Method: DFT, the ωB97M-V functional and the def2-TZVPD basis

Atoms and positions in Å:
C1 2.075 1.231 0.392
C2 1.494 -1.883 -0.032
C3 -0.808 0.052 0.937
N1 -2.640 -0.327 -1.000
N2 -1.224 1.262 0.922
Si1 0.811 -0.109 -0.143
H1 2.120 1.492 1.513
H2 2.992 0.814 -0.018
H3 1.921 2.215 -0.135
H4 2.542 -1.862 0.214
H5 0.880 -2.366 0.631
H6 1.548 -2.342 -1.100
H7 -1.141 -0.708 1.556
H8 -1.982 0.336 -1.554
H9 -3.622 -0.187 -1.261
H10 -0.857 1.768 0.177
H11 -1.953 1.768 1.475
H12 -2.358 -1.237 -1.154
H13 0.201 0.084 -1.419

Properties
- Lowest unoccupied orbital energy (spin up / spin down): -3.0 / -8.8 eV
- Multiplicity: 3
- Highest occupied orbital energy (spin up / spin down): -11.02 / -14.47 eV
- Energy above the lowest of the compared OMol25 structures with the same formula, charge and spin: 58.36 kJ/mol
- HOMO-LUMO gap (spin up / spin down): 8.01 / 5.65 eV
- Charge: +1
- ⟨S²⟩: 2.01

These are the Mulliken partial charges, in e, on atoms 1 to 5: number 1, C, carries -1.00; number 2, C, carries -1.07; number 3, C, carries -0.58; number 4, N, carries -0.42; number 5, N, carries -0.25

Molecular formula: C3H4N2O2
Method: DFT, the ωB97M-V functional and the def2-TZVPD basis

Atoms and positions in Å:
C1 -0.549 -0.087 -0.004
C2 0.793 -0.288 -0.114
N1 -1.076 1.142 0.329
O1 -1.420 -1.105 -0.161
O2 1.610 0.816 -0.168
C3 1.430 -1.693 0.240
N2 1.272 -1.718 -0.964
H1 -2.202 -0.941 0.378
H2 2.474 0.587 0.198
H3 -0.393 1.879 0.402
H4 -1.938 1.408 -0.136

Properties
- Lowest unoccupied orbital energy: 0.5 eV
- Multiplicity: 1
- Highest occupied orbital energy: -8.11 eV
- Energy above the lowest of the compared OMol25 structures with the same formula, charge and spin: 428.41 kJ/mol
- HOMO-LUMO gap: 8.62 eV

These are the Mulliken partial charges, in e, on atoms 1 to 5: number 1, C, carries 0.29; number 2, C, carries 0.74; number 3, N, carries -0.52; number 4, O, carries -0.46; number 5, O, carries -0.54

| no. | energy (Ha) |
| --- | --- |
| 1 | -3201.86797 |
| 2 | -337.09789 |
| 3 | -6619.75741 |
| 4 | -266.14305 |
| 5 | -520.66283 |
| 6 | -376.60062 |